Here is 9 unconnected molecules or ions with the total composition C24H42N6O9 in a non-equilibrium geometry from the OMol25 dataset. Energies are from ωB97M-V/def2-TZVPD.

Values from the calculation:
SMILES = C[N+](=O)[O-].C[N+](=O)[O-].C[N+](=O)[O-].c1cc[nH]c1.c1cc[nH]c1.c1cc[nH]c1.CC(C)=O.CC(C)=O.CC(C)=O
HOMO energy = -0.3023 Eh
Energy relative to the best compared isomer or geometry (same formula, charge and spin) = 121.2 kcal/mol
LUMO energy = 0.22 eV
Charge = 0
Total energy = -1945.0255 a.u.

CARTESIAN COORDINATES (ANGSTROEM)
C: 5.39706 -2.04153 -0.19880
N: 4.41644 -1.95982 0.91542
O: 4.38101 -2.81680 1.77487
O: 3.71865 -0.94344 0.89663
H: 6.08105 -1.29839 0.08949
H: 4.92382 -1.86094 -1.16498
H: 5.80383 -3.05298 -0.25507
C: -4.41854 2.25028 5.55820
N: -3.35097 2.54486 4.54681
O: -3.54436 3.45910 3.77892
O: -2.42426 1.75206 4.47652
H: -5.09424 3.13605 5.54230
H: -3.91865 2.06485 6.48258
H: -4.91630 1.32277 5.27325
C: -2.92876 -1.72039 3.25742
N: -4.38041 -1.60319 3.76867
O: -5.06579 -2.60695 3.71652
O: -4.90195 -0.50142 4.07415
H: -2.75548 -0.92589 2.61289
H: -2.78568 -2.64158 2.76531
H: -2.29131 -1.72674 4.19402
N: 0.85513 -1.85170 5.26623
C: 0.59696 -0.55717 5.01963
C: 0.99828 -0.23573 3.75565
C: 1.46202 -1.46891 3.13787
C: 1.31212 -2.44320 4.07340
H: 0.67270 -2.38542 6.11690
H: 0.21508 0.08729 5.75685
H: 1.04260 0.73393 3.37292
H: 2.01507 -1.58619 2.19638
H: 1.58143 -3.47358 4.06432
N: -1.30381 4.85110 -2.45076
C: -0.73815 4.50826 -3.63580
C: 0.36193 3.65108 -3.34044
C: 0.44846 3.54860 -1.93916
C: -0.65693 4.24593 -1.38994
H: -2.16903 5.38341 -2.40512
H: -1.06815 4.81349 -4.59930
H: 1.15322 3.37404 -4.08589
H: 1.27912 3.22180 -1.36584
H: -1.05534 4.38774 -0.41450
N: 3.32085 -0.51803 -2.83213
C: 3.41498 -0.60167 -4.20120
C: 3.93183 0.57965 -4.72006
C: 4.18099 1.42579 -3.59466
C: 3.86846 0.67147 -2.46106
H: 2.97693 -1.23432 -2.19253
H: 3.00128 -1.47329 -4.65687
H: 4.22425 0.68718 -5.79821
H: 4.64954 2.44747 -3.46243
H: 3.88185 0.93832 -1.40296
C: -2.51637 0.13108 -2.73633
C: -3.62772 0.83154 -3.47097
O: -4.16853 0.23556 -4.41602
C: -4.09553 2.18059 -2.98736
H: -1.82597 0.84449 -2.36960
H: -2.03215 -0.50184 -3.46619
H: -2.86735 -0.48972 -1.88419
H: -4.79664 2.67505 -3.65142
H: -3.19091 2.86624 -2.83445
H: -4.70847 2.02813 -2.04217
C: -0.86545 1.13012 1.15945
C: -1.05586 -0.09733 0.28667
O: -1.98424 -0.86410 0.42676
C: 0.01754 -0.27038 -0.76884
H: 0.18629 1.31200 1.29143
H: -1.34959 1.12488 2.16637
H: -1.27748 2.00680 0.64199
H: 0.04489 0.61026 -1.41683
H: -0.21461 -1.16143 -1.33476
H: 1.02625 -0.36454 -0.32691
C: 1.36521 -3.59240 -2.90185
C: 1.81565 -3.49286 -1.49870
O: 2.89973 -3.06838 -1.24208
C: 0.88428 -3.88247 -0.39366
H: 2.13948 -3.12809 -3.47030
H: 0.42144 -3.13110 -3.18346
H: 1.31277 -4.57928 -3.28726
H: -0.03928 -4.36501 -0.69508
H: 0.66115 -3.02641 0.19546
H: 1.44267 -4.51866 0.29389

Atoms 1-3, force components in eV/Å:
-0.666 -1.545 -0.365
-0.888 0.478 -0.233
0.072 0.384 -0.528

---

Here is a molecular structure, C24H43BF2N3OSSi3Zr from the OMol25 dataset. Energies are from ωB97M-V/def2-TZVPD.

Values from the calculation:
HOMO energy = -0.3886 Eh
Energy relative to the best compared isomer or geometry (same formula, charge and spin) = 0.0 kcal/mol
LUMO energy = -2.49 eV
Charge = +1
Total energy = -2718.3192 a.u.

CARTESIAN COORDINATES (ANGSTROEM)
Zr: 0.63087 0.48572 0.44899
C: 2.96735 2.84729 -0.57272
O: 1.69445 2.19094 -0.64894
Si: 0.21733 3.05135 -1.02559
C: 0.34139 3.85855 -2.69500
C: 0.18345 4.41361 0.24828
C: -0.87253 1.57372 -0.78478
Si: -1.14150 0.66187 -2.43697
C: 0.48630 0.43925 -3.37685
C: -2.35471 1.59125 -3.52589
C: -1.79645 -1.07834 -2.23447
Si: -2.49645 1.98739 0.08574
C: -3.32902 3.49408 -0.67165
C: -3.72756 0.57553 0.03332
C: -2.21632 2.33522 1.91393
H: 3.11879 3.45332 -1.46542
H: 3.74669 2.09146 -0.51637
H: 3.00622 3.47926 0.31537
H: 1.22576 4.49953 -2.73881
H: -0.52736 4.51186 -2.81740
H: 0.36796 3.17472 -3.53966
H: 0.93234 5.16712 -0.01003
H: 0.40898 4.04872 1.25156
H: -0.78098 4.92127 0.28304
H: 1.25654 1.18342 -3.17354
H: 0.28238 0.46351 -4.45073
H: 0.91627 -0.53814 -3.14996
H: -2.08743 2.63773 -3.67886
H: -3.36554 1.56079 -3.11502
H: -2.38837 1.10629 -4.50481
H: -1.11979 -1.70496 -1.65302
H: -1.86621 -1.52550 -3.23075
H: -2.78365 -1.13276 -1.77953
H: -3.57570 3.33176 -1.72092
H: -2.72839 4.40319 -0.61002
H: -4.26559 3.68914 -0.14262
H: -3.28943 -0.36807 0.36631
H: -4.14760 0.41730 -0.96090
H: -4.55677 0.81972 0.70268
H: -3.16601 2.63817 2.36184
H: -1.48876 3.12390 2.10876
H: -1.88753 1.44712 2.46203
N: -0.49735 -0.96612 1.38846
C: -0.91076 -2.25556 1.06068
C: -2.10011 -2.75154 1.61459
C: -2.57934 -4.00219 1.28478
C: -1.87663 -4.79011 0.38200
C: -0.68751 -4.32440 -0.14065
C: -0.15259 -3.07241 0.19750
C: 1.16819 -2.65813 -0.35770
C: 2.06434 -3.67629 -0.72779
C: 3.30835 -3.39388 -1.26828
C: 3.69061 -2.07307 -1.46320
C: 2.82269 -1.06364 -1.08020
C: 1.57005 -1.31012 -0.49654
H: -1.08377 -0.60124 2.13646
H: 1.24085 -2.84033 2.18040
H: -2.66402 -2.11541 2.28911
H: -3.50895 -4.35317 1.71312
H: -2.25808 -5.75640 0.08257
H: -0.17083 -4.93813 -0.86547
H: 1.79414 -4.71249 -0.57462
H: 3.97200 -4.20411 -1.54202
H: 4.64995 -1.83587 -1.90485
H: 3.15112 -0.03965 -1.23851
C: 0.54587 -1.88212 4.51911
N: 1.88230 -1.97561 3.93127
C: 2.10147 -2.46799 2.74306
N: 3.27975 -2.54081 2.16815
S: 1.14259 1.55799 2.80326
H: 0.55003 -2.33646 5.50707
H: -0.15329 -2.41765 3.88060
H: 0.25466 -0.83506 4.58894
H: 2.64799 -1.56096 4.44698
H: 4.11460 -2.16329 2.59019
H: 3.32143 -2.85042 1.20262
F: 3.61596 0.55813 3.58901
B: 2.74561 0.85988 2.62172
F: 3.18525 0.46128 1.38757

Atoms 1-3, force components in eV/Å:
0.080 0.226 -0.106
-0.070 -0.013 0.000
0.011 -0.079 0.032

---

Here is a molecular structure, C24H43BF5N5PScSi in a non-equilibrium geometry from the OMol25 dataset. Energies are from ωB97M-V/def2-TZVPD.

Values from the calculation:
HOMO energy = -0.2854 Eh
Energy relative to the best compared isomer or geometry (same formula, charge and spin) = 9.6 kcal/mol
LUMO energy = 0.64 eV
Charge = 0
Total energy = -3130.3244 a.u.

CARTESIAN COORDINATES (ANGSTROEM)
Sc: -1.18850 1.23942 -1.15110
C: -5.33645 0.34194 0.90477
Si: -4.46565 1.12844 -0.53835
C: -5.57384 2.38017 -1.34624
C: -4.02945 -0.21674 -1.76467
N: -2.92380 1.79525 -0.10940
C: -2.70976 2.85061 0.74876
C: -3.67096 3.53829 1.51572
C: -3.32497 4.57921 2.36595
C: -2.00633 4.99915 2.50469
C: -1.02234 4.35203 1.76656
C: -1.41926 3.33734 0.94513
F: -0.41901 2.68416 0.18630
H: -6.22277 -0.19992 0.55671
H: -5.66037 1.06987 1.65586
H: -4.66654 -0.37310 1.39363
H: -6.46780 1.89116 -1.74949
H: -5.04745 2.86871 -2.17182
H: -5.90310 3.15669 -0.64841
H: -4.82497 -0.96553 -1.82615
H: -3.12732 -0.75216 -1.45107
H: -3.87482 0.18184 -2.77112
H: -4.70919 3.23304 1.43124
H: -4.10464 5.07471 2.93417
H: -1.74474 5.81119 3.17039
H: 0.02215 4.63477 1.81648
N: -0.57110 -0.51495 -0.65065
P: 0.87045 -0.87022 -0.20845
N: 2.03908 -0.20795 -1.21330
C: 1.76588 -0.33994 -2.66696
C: 2.83870 0.39171 -3.45342
C: 4.19415 -0.32096 -3.29553
C: 4.28050 -1.01937 -1.92795
C: 3.48216 -0.24521 -0.88791
N: 1.41502 -0.38793 1.29527
C: 1.77371 1.01103 1.57355
C: 2.80007 1.05803 2.69629
C: 2.23335 0.39343 3.95211
C: 1.73150 -1.01836 3.64041
C: 0.76115 -0.99809 2.46620
N: 1.01923 -2.52407 -0.11621
C: 0.01134 -3.36405 -0.80354
C: 0.31177 -4.84122 -0.57409
C: 0.64504 -5.08991 0.89401
C: 1.92506 -4.32666 1.29707
C: 2.24287 -3.20303 0.30613
H: 0.78628 0.05200 -2.89930
H: 1.75684 -1.39700 -2.97060
H: 2.89543 1.41590 -3.07770
H: 2.54635 0.45553 -4.50126
H: 5.00664 0.39996 -3.40053
H: 4.32255 -1.05789 -4.08952
H: 5.31668 -1.10952 -1.59910
H: 3.88063 -2.03382 -1.99443
H: 3.86732 0.78039 -0.84897
H: 3.62217 -0.66635 0.10340
H: 0.88351 1.56407 1.89901
H: 2.14144 1.49221 0.67336
H: 3.08285 2.09355 2.90051
H: 3.70098 0.52591 2.37147
H: 1.39397 0.99453 4.32141
H: 2.98255 0.36942 4.74621
H: 1.24166 -1.45374 4.51484
H: 2.58154 -1.66103 3.38308
H: -0.12973 -0.41560 2.74126
H: 0.42887 -2.00231 2.21110
H: -0.02866 -3.14708 -1.87484
H: -0.97334 -3.12574 -0.40114
H: 1.14490 -5.16721 -1.20518
H: -0.55954 -5.42209 -0.87998
H: 0.76126 -6.15715 1.08540
H: -0.19963 -4.75112 1.50143
H: 2.78216 -5.00366 1.34230
H: 1.80508 -3.90110 2.29689
H: 2.78458 -3.60733 -0.55714
H: 2.89999 -2.47648 0.77998
F: -0.44976 1.51571 -4.45286
B: -0.80030 2.48170 -3.54931
F: 0.11216 2.38631 -2.38108
F: -2.05346 2.05752 -2.87394
F: -0.88205 3.74870 -4.00636

Atoms 1-3, force components in eV/Å:
-0.742 -0.643 0.558
-0.096 -0.070 0.267
0.230 -0.165 -0.030

---

Among the records above, which one has the lowest HOMO energy? C24H43BF2N3OSSi3Zr